a | C3H3IS in the gas phase, computed with the ωB97M-V functional and the def2-TZVPD basis.

Computed properties:
gap between HOMO and LUMO: 8.03 eV
SMILES string: CSC#CI

Each line ends with the natural charge from an NBO analysis.
Atoms and positions in Å:
C -2.273 0.039 0.315  -0.429
C -1.183 0.626 0.237  -0.112
C 1.603 -0.199 -0.075  -0.733
S 0.898 1.470 0.319  0.260
I -4.018 -0.758 -0.292  0.289
H 2.314 -0.505 0.664  0.227
H 2.009 0.054 -1.110  0.231
H 0.649 -0.728 -0.059  0.266

b | 2 unconnected molecules or ions with the total composition C3H3IS, computed with the ωB97M-V functional and the def2-TZVPD basis.

Computed properties:
gap between HOMO and LUMO: 7.16 eV

Each line ends with the natural charge from an NBO analysis.
Atoms and positions in Å:
C 1.425 -0.619 0.243  -0.102
C 2.294 0.141 -0.145  -0.422
C -1.658 -0.087 0.116  -0.721
S -0.686 -1.381 -0.781  0.266
I 3.936 1.313 -0.266  0.297
H -2.456 -0.334 0.704  0.218
H -1.950 0.629 -0.545  0.211
H -0.905 0.336 0.674  0.251

The least stable of them is b.

a | C21H22N2O4 in the gas phase, computed with the ωB97M-V functional and the def2-TZVPD basis.

Computed properties:
gap between HOMO and LUMO: 8.55 eV
SMILES string: C[C@@H](O)[C@H](N[C@H]1COCc2cc(C#Cc3ccccc3)ccc21)C(=O)NO

Each line ends with the natural charge from an NBO analysis.
Atoms and positions in Å:
O -0.763 5.971 -2.123  -0.641
C 1.411 -3.663 2.079  0.002
C 0.845 -2.831 1.399  0.013
O 0.789 5.302 -4.044  -0.556
O -1.418 0.090 -3.639  -0.516
O -1.160 3.040 1.289  -0.712
C -0.699 4.769 -2.190  0.627
C 3.700 -6.733 3.668  -0.207
C 2.849 -6.059 4.520  -0.215
C 3.882 -6.353 2.382  -0.220
C 2.183 -4.951 3.980  -0.166
C 3.110 -5.415 1.783  -0.169
C -0.675 -0.966 1.348  -0.208
C 0.094 -1.914 -0.746  -0.173
C -1.401 0.005 0.669  -0.143
C 2.288 -4.638 2.622  -0.128
C 0.043 -1.876 0.675  -0.114
C -0.673 -0.863 -1.496  -0.023
C -1.408 0.063 -0.732  -0.061
N 0.142 4.343 -3.183  -0.343
N -1.223 2.349 -1.580  -0.668
C -0.816 -0.988 -2.964  -0.104
C -2.542 0.666 -2.877  -0.060
C -2.113 1.210 -1.451  -0.086
C -1.001 5.426 0.889  -0.642
C -1.405 3.770 -1.112  -0.122
C -0.765 4.004 0.287  0.087
H 0.886 6.235 -3.685  0.511
H -2.154 3.198 1.435  0.459
H 4.285 -7.634 3.984  0.215
H 2.734 -6.416 5.529  0.221
H 4.505 -7.007 1.687  0.214
H 1.376 -4.472 4.581  0.221
H 3.089 -5.282 0.639  0.228
H -0.694 -0.810 2.404  0.226
H 0.555 -2.886 -1.173  0.232
H -1.994 0.744 1.246  0.219
H -0.254 3.477 -3.518  0.409
H -0.233 2.118 -1.285  0.385
H -1.181 -1.987 -3.141  0.183
H 0.180 -1.008 -3.327  0.203
H -3.378 -0.145 -2.697  0.165
H -2.903 1.472 -3.457  0.195
H -3.053 1.475 -0.944  0.200
H -2.053 5.732 0.888  0.206
H -0.560 5.348 1.914  0.223
H -0.309 6.117 0.312  0.240
H -2.466 3.996 -0.980  0.212
H 0.347 3.978 0.135  0.181

b | C21H22N2O4 in the gas phase, computed with the ωB97M-V functional and the def2-TZVPD basis.

Computed properties:
gap between HOMO and LUMO: 8.58 eV
SMILES string: CCCCc1cc(=O)oc2cc(OCC(=O)NCc3ccccn3)ccc12

Each line ends with the natural charge from an NBO analysis.
Atoms and positions in Å:
C 4.172 2.587 -1.964  -0.605
C 3.646 1.160 -1.857  -0.407
C 4.391 0.335 -0.806  -0.381
H 5.462 0.519 -0.914  0.207
H 4.219 -0.728 -0.988  0.208
C 3.983 0.646 0.644  -0.444
C 2.668 0.014 0.997  0.093
C 2.639 -1.288 1.367  -0.358
C 1.423 -1.993 1.705  0.752
O 1.352 -3.156 2.017  -0.573
O 0.263 -1.262 1.665  -0.459
C 0.248 0.029 1.282  0.362
C -1.005 0.636 1.236  -0.346
C -1.116 1.951 0.818  0.333
C 0.044 2.666 0.482  -0.273
C 1.275 2.070 0.548  -0.175
C 1.418 0.729 0.933  -0.131
H 2.146 2.649 0.290  0.218
H -0.062 3.694 0.173  0.229
O -2.282 2.631 0.672  -0.491
C -3.493 1.999 1.028  -0.168
H -3.497 1.706 2.084  0.210
C -3.844 0.760 0.189  0.646
O -4.626 -0.069 0.592  -0.603
N -3.236 0.723 -1.013  -0.608
H -2.577 1.454 -1.239  0.400
C -3.189 -0.479 -1.819  -0.266
C -1.862 -1.183 -1.649  0.206
N -1.901 -2.371 -1.066  -0.421
C -0.772 -3.022 -0.862  0.058
C 0.468 -2.525 -1.238  -0.269
C 0.515 -1.279 -1.843  -0.172
C -0.669 -0.590 -2.050  -0.267
H -0.665 0.382 -2.522  0.211
H 1.459 -0.853 -2.153  0.217
H 1.366 -3.095 -1.057  0.228
H -0.864 -3.980 -0.371  0.205
H -3.354 -0.216 -2.869  0.205
H -3.985 -1.137 -1.468  0.260
H -4.267 2.757 0.878  0.225
H -1.857 0.036 1.512  0.251
H 3.542 -1.875 1.433  0.231
H 4.745 0.229 1.305  0.230
H 3.959 1.722 0.803  0.212
H 3.765 0.676 -2.829  0.207
H 2.580 1.178 -1.623  0.200
H 4.098 3.113 -1.016  0.193
H 3.604 3.145 -2.705  0.214
H 5.217 2.583 -2.267  0.207

The least stable of them is a.

a | A molecular structure, C15H15NO7S5Ti, computed with the ωB97M-V functional and the def2-TZVPD basis.

Computed properties:
2S+1: 3
total charge: -2
gap between HOMO and LUMO (spin up / spin down): 4.04 / 5.72 eV

Each line ends with the Löwdin spin population.
Atoms and positions in Å:
Ti -0.733 -0.427 -0.156  0.906
O -1.642 0.595 1.771  0.001
C -2.212 1.909 1.635  0.000
C -1.134 2.956 1.832  0.002
C 0.147 2.638 1.051  0.003
C -0.058 2.484 -0.432  0.021
C 0.405 3.453 -1.303  -0.004
C 0.208 3.320 -2.662  0.022
C -0.489 2.227 -3.111  -0.003
C -0.934 1.287 -2.200  0.024
N -0.683 1.380 -0.882  -0.005
H -2.374 -0.039 1.609  0.000
H -3.001 2.032 2.373  0.000
H -2.654 2.031 0.650  0.000
H -0.868 3.025 2.891  0.000
H -1.549 3.916 1.514  0.000
H 0.562 1.714 1.439  0.001
H 0.875 3.431 1.216  0.000
H 0.931 4.312 -0.907  -0.001
H 0.581 4.066 -3.354  0.002
H -0.726 2.103 -4.158  -0.001
H -1.506 0.427 -2.518  0.000
S -5.601 0.675 0.409  -0.002
C -4.269 0.655 -0.623  0.004
S -3.152 -0.739 -0.456  0.006
S -3.945 1.883 -1.760  0.007
O -1.116 -4.222 0.410  0.019
S -0.429 -2.969 0.261  0.048
O -0.703 -2.264 -1.036  0.022
O -0.819 -1.949 1.293  0.033
C 1.269 -3.277 0.373  0.212
C 1.667 -4.492 0.966  0.034
C 2.990 -4.814 1.142  0.138
C 4.015 -3.888 0.731  0.142
C 3.663 -2.679 0.183  0.032
C 2.321 -2.329 -0.042  0.210
S 1.960 -0.686 -0.420  0.047
O 1.088 -0.574 -1.614  0.011
O 3.194 0.053 -0.542  0.016
O 1.105 -0.225 0.737  0.035
H 0.879 -5.168 1.279  -0.001
H 3.261 -5.750 1.618  0.010
H 5.062 -4.138 0.874  0.010
H 4.414 -1.943 -0.080  -0.002

b | A molecular structure, C15H15NO7S5Ti, computed with the ωB97M-V functional and the def2-TZVPD basis.

Computed properties:
2S+1: 3
total charge: -2
gap between HOMO and LUMO (spin up / spin down): 5.08 / 5.16 eV

Each line ends with the Löwdin spin population.
Atoms and positions in Å:
Ti 0.710 -0.224 -0.130  1.019
O 0.321 0.310 2.008  0.015
C 1.441 0.831 2.740  0.003
C 2.287 -0.357 3.159  0.010
C 2.725 -1.273 2.001  0.025
C 3.499 -0.579 0.914  0.137
C 4.855 -0.703 0.814  0.034
C 5.578 -0.016 -0.187  0.285
C 4.818 0.813 -1.047  0.045
C 3.465 0.891 -0.926  0.150
N 2.738 0.168 0.016  0.196
H -0.287 1.022 1.731  0.002
H 1.078 1.372 3.616  0.001
H 2.017 1.512 2.109  0.002
H 1.716 -0.952 3.877  0.001
H 3.178 0.020 3.667  0.001
H 1.840 -1.783 1.589  0.006
H 3.331 -2.075 2.426  0.002
H 5.365 -1.339 1.530  -0.004
H 6.650 -0.109 -0.281  0.023
H 5.298 1.396 -1.823  -0.003
H 2.879 1.499 -1.603  0.008
S -2.102 -0.143 -3.806  0.029
C -1.130 -0.218 -2.529  0.000
S 0.582 -0.546 -2.527  -0.005
S -1.771 -0.024 -0.797  0.005
O -4.189 3.000 -2.297  -0.001
S -3.961 1.819 -1.416  -0.001
O -4.276 2.109 0.015  0.000
O -0.691 1.110 -0.379  0.018
C -5.384 0.713 -1.879  0.000
C -6.560 1.373 -2.222  0.000
C -7.705 0.664 -2.544  0.000
C -7.676 -0.729 -2.543  0.000
C -6.503 -1.389 -2.219  0.000
C -5.357 -0.675 -1.881  0.000
S -3.908 -1.738 -1.421  0.000
O -3.904 -2.753 -2.506  0.001
O -4.354 -2.290 -0.115  0.000
O -0.975 -1.226 -0.116  -0.005
H -6.540 2.458 -2.244  0.000
H -8.617 1.191 -2.807  0.000
H -8.565 -1.294 -2.805  0.000
H -6.443 -2.472 -2.231  0.000

The least stable of them is b.

a | 2 unconnected molecules or ions with the total composition C4H13NOS2, computed with the ωB97M-V functional and the def2-TZVPD basis.

Computed properties:
gap between HOMO and LUMO: 8.90 eV
SMILES string: CCNCCSS.O

Each line ends with the natural charge from an NBO analysis.
Atoms and positions in Å:
S 1.151 1.185 -2.211  -0.133
S 1.713 -0.230 -0.770  0.074
C 1.487 0.248 0.983  -0.549
C -0.018 0.306 1.442  -0.252
N -0.953 0.129 0.324  -0.631
C -2.203 0.844 0.478  -0.249
C -3.359 0.201 1.183  -0.646
H -0.083 1.545 -1.796  0.140
H 1.932 1.220 1.206  0.225
H 2.030 -0.496 1.573  0.235
H -0.179 1.248 1.964  0.203
H -0.127 -0.414 2.260  0.171
H -1.076 -0.875 0.277  0.361
H -2.038 1.919 0.500  0.213
H -2.619 0.959 -0.579  0.187
H -4.230 -0.141 0.664  0.222
H -3.685 0.904 1.971  0.215
H -2.972 -0.620 1.825  0.212
H 0.311 -3.572 0.425  0.476
H 0.138 -2.260 1.194  0.459
O 0.033 -3.203 1.278  -0.934

b | 2 unconnected molecules or ions with the total composition C4H13NOS2, computed with the ωB97M-V functional and the def2-TZVPD basis.

Computed properties:
gap between HOMO and LUMO: 9.37 eV
SMILES string: CCSSCCN.O

Each line ends with the natural charge from an NBO analysis.
Atoms and positions in Å:
N -1.773 1.148 3.000  -0.821
C -1.842 0.218 1.836  -0.237
C -1.945 0.689 0.364  -0.596
S -0.696 1.915 0.151  0.093
S 1.216 1.384 0.390  0.112
C 1.976 0.764 -1.080  -0.570
C 2.152 -0.674 -1.069  -0.615
H -2.011 2.087 2.886  0.353
H -0.847 1.262 3.198  0.346
H -2.510 -0.507 2.092  0.189
H -0.921 -0.328 1.954  0.188
H -2.967 1.297 0.268  0.236
H -1.995 -0.202 -0.281  0.240
H 3.096 1.247 -0.945  0.222
H 1.635 1.192 -1.952  0.238
H 3.198 -0.869 -1.519  0.216
H 2.300 -1.384 -0.154  0.249
H 1.545 -1.241 -1.768  0.161
H 0.656 -2.282 -2.117  0.445
H -0.213 -2.806 -3.120  0.461
O -0.054 -2.911 -2.134  -0.911

The least stable of them is b.

a | Cl3H3Si2 in the gas phase, computed with the ωB97M-V functional and the def2-TZVPD basis.

Computed properties:
gap between HOMO and LUMO: 10.39 eV
SMILES string: Cl[SiH2][SiH](Cl)Cl

Each line ends with the natural charge from an NBO analysis.
Atoms and positions in Å:
Si 0.610 -0.026 0.283  0.634
Si -1.559 0.405 -0.621  0.815
Cl -3.046 1.585 0.025  -0.343
Cl -2.456 -1.392 -0.315  -0.392
Cl 1.917 1.126 -0.803  -0.366
H 0.992 0.483 1.729  -0.107
H 0.631 -1.574 0.191  -0.101
H -1.720 0.513 -2.102  -0.140

b | Cl3H3Si2 in the gas phase, computed with the ωB97M-V functional and the def2-TZVPD basis.

Computed properties:
gap between HOMO and LUMO: 10.04 eV
SMILES string: Cl[SiH2][SiH](Cl)Cl

Each line ends with the natural charge from an NBO analysis.
Atoms and positions in Å:
Si 1.099 0.387 -0.218  0.611
Si -0.995 -0.511 0.348  0.882
Cl 2.439 -1.054 -0.415  -0.352
Cl -1.917 -2.039 -0.511  -0.316
Cl -2.308 1.262 -0.651  -0.482
H 1.875 1.270 0.960  -0.107
H 1.075 1.361 -1.355  -0.109
H -1.267 -0.677 1.841  -0.128

The least stable of them is b.

a | 2 unconnected molecules or ions with the total composition C3H4NO, computed with the ωB97M-V functional and the def2-TZVPD basis.

Computed properties:
total charge: +1
gap between HOMO and LUMO: 9.16 eV

Each line ends with the natural charge from an NBO analysis.
Atoms and positions in Å:
C 0.585 0.188 -1.046  0.068
C 0.391 -1.804 0.090  0.579
C -0.723 1.338 0.640  -0.039
N -0.038 0.905 -0.312  -0.266
O -0.441 -1.660 0.858  -0.330
H 1.102 0.294 -1.972  0.252
H 1.153 -2.445 -0.320  0.251
H -0.228 1.797 1.483  0.241
H -1.801 1.387 0.579  0.245

b | A molecular structure, C3H4NO, computed with the ωB97M-V functional and the def2-TZVPD basis.

Computed properties:
total charge: +1
gap between HOMO and LUMO: 11.88 eV

Each line ends with the Löwdin charge.
Atoms and positions in Å:
C -1.360 -0.656 -0.015  -0.030
C 0.948 -0.447 0.003  -0.167
C 1.994 0.242 -0.004  0.321
N -1.206 0.595 0.023  0.186
O -0.048 -1.186 0.103  0.125
H -2.061 -1.390 0.014  0.134
H 2.891 0.770 -0.168  0.120
H 0.800 0.844 -0.067  0.211
H -1.959 1.230 0.111  0.098

c | 2 unconnected molecules or ions with the total composition C3H4NO, computed with the ωB97M-V functional and the def2-TZVPD basis.

Computed properties:
total charge: +1
gap between HOMO and LUMO: 8.54 eV

Each line ends with the natural charge from an NBO analysis.
Atoms and positions in Å:
C 1.539 0.225 0.385  -0.413
C -1.162 0.238 -0.304  -0.183
C 0.883 -0.710 -0.180  0.136
N -2.316 0.247 -0.020  0.330
O -3.356 0.163 0.456  -0.148
H 1.571 1.132 1.019  0.339
H 2.468 -0.483 0.429  0.358
H -0.546 0.796 -0.984  0.286
H 0.920 -1.608 -0.800  0.296

The least stable of them is c.

a | 2 unconnected molecules or ions with the total composition C3H4NO, computed with the ωB97M-V functional and the def2-TZVPD basis.

Computed properties:
total charge: +1
gap between HOMO and LUMO (spin up / spin down): 7.49 / 7.63 eV

Each line ends with the natural charge from an NBO analysis.
Atoms and positions in Å:
C -0.329 -1.011 -0.285  0.073
C -1.617 1.053 -0.836  0.557
C 1.628 -0.313 1.060  -0.083
N 0.654 -0.751 0.350  -0.276
O -1.037 1.972 -0.481  -0.320
H -0.781 -1.762 -0.945  0.267
H -2.619 0.798 -1.352  0.270
H 1.685 -0.047 2.148  0.272
H 2.417 0.061 0.342  0.241

b | A gas-phase ion, C3H4NO (charge +1), computed with the ωB97M-V functional and the def2-TZVPD basis.

Computed properties:
total charge: +1
gap between HOMO and LUMO: 9.61 eV

Each line ends with the natural charge from an NBO analysis.
Atoms and positions in Å:
C 0.715 -0.041 -0.142  0.278
C -0.483 0.753 -0.038  -0.426
C -0.586 -0.757 0.059  -0.399
N 1.943 -0.059 -0.635  0.365
O 2.071 0.064 0.575  -0.015
H -0.864 1.217 0.902  0.311
H -0.691 1.277 -1.042  0.284
H -1.038 -1.087 1.081  0.311
H -1.066 -1.366 -0.760  0.291

The least stable of them is b.

a | A gas-phase ion, C3H3O3P (charge -2), computed with the ωB97M-V functional and the def2-TZVPD basis.

Computed properties:
total charge: -2
gap between HOMO and LUMO (spin up / spin down): 6.17 / 6.10 eV

Each line ends with the natural charge from an NBO analysis.
Atoms and positions in Å:
C -2.025 1.026 0.120  -0.479
C 0.139 0.494 -0.005  -0.305
C -1.194 -0.250 -0.258  -0.589
O 2.818 0.610 0.884  -1.199
O 2.154 -1.586 -0.087  -1.195
O 1.131 0.538 -1.244  -0.889
P 1.729 -0.185 0.178  2.258
H -2.383 1.045 1.296  0.066
H -1.172 -1.094 0.328  0.159
H -1.197 -0.597 -1.214  0.173

b | A gas-phase ion, C3H3O3P (charge -2), computed with the ωB97M-V functional and the def2-TZVPD basis.

Computed properties:
total charge: -2
gap between HOMO and LUMO (spin up / spin down): 6.73 / 6.72 eV

Each line ends with the natural charge from an NBO analysis.
Atoms and positions in Å:
C 0.155 -0.066 1.348  -0.422
C 0.029 0.189 0.068  -0.060
C -0.002 -1.529 1.394  -0.725
O 0.143 0.098 -2.649  -1.217
O -1.566 1.530 -1.350  -1.206
O 0.926 2.145 -1.336  -1.196
P -0.126 1.055 -1.540  2.341
H 0.410 0.453 2.302  0.164
H 0.865 -2.108 1.072  0.143
H -0.833 -1.767 0.691  0.178

The least stable of them is a.